Entry 1:
This record from OMol25 describes a molecular structure, C49H46B2CsF3IN15OS3Sb. The level of theory is ωB97M-V/def2-TZVPD.

Structure (XYZ):
```
122
C49H46B2CsF3IN15OS3Sb ωB97M-V/def2-TZVPD
Cs -0.05288 0.41232 0.70585
I -4.11963 2.67875 -3.58163
Sb -0.30910 -2.40653 -1.60776
S 4.28202 4.96671 -4.99218
S 1.63061 2.71713 1.86582
S -2.92269 3.46814 1.50367
F -5.65444 -2.74849 -4.91510
F -1.34945 -7.20965 2.28716
F 2.92746 -5.70223 -5.89105
O -1.95304 -0.01378 -1.08669
N -0.08760 -0.12776 4.47471
N 2.97877 4.26143 0.13835
N 1.39958 -2.19254 2.58275
N 2.05443 -1.94404 1.44534
N -0.08478 2.52875 -1.60356
N 4.52907 3.46487 -4.43618
N 1.06858 5.17029 0.72123
N 2.79370 5.22894 -4.41030
N 1.78152 0.53995 -1.72372
N -3.70305 1.32340 -0.60983
N -1.39733 -2.03959 2.63094
N -0.76517 4.81303 2.56271
N -1.78082 3.45314 3.94259
N -0.23664 -1.14386 5.33674
N -2.01669 -2.12392 3.81285
C -0.92926 4.67234 -2.26507
C 0.85384 -4.99389 -3.01771
C 2.92312 5.50276 -0.46366
C -2.13052 -2.83274 -4.12460
C -3.30735 -2.88764 -4.86243
C -1.75694 3.89797 2.65715
C 2.02202 1.67537 -2.39197
C 3.90754 -0.31671 -2.41710
C 1.19931 3.93964 -3.05092
C 4.10243 3.36039 0.10930
C -0.77146 4.07359 4.65288
C 1.00802 2.73759 -2.34972
C 0.19074 4.90854 -3.01876
C 1.56776 -5.70950 -3.96967
C 1.39910 0.10374 6.14730
C 3.44073 3.12030 -3.77439
C -3.37656 -2.37867 -2.13763
C -2.66318 2.43111 4.46071
C 4.16911 0.83570 -3.11894
C 3.34178 -2.09682 1.74075
C -2.12720 -5.89296 0.50469
C 1.83604 4.06928 0.87988
C -1.13648 -6.20362 1.41347
C -3.34684 -2.09606 3.64242
C -2.97665 0.99865 -2.93890
C -2.14250 -2.58516 -2.75529
C 2.43844 4.13922 -3.75711
C 3.22469 1.86414 -3.10187
C -1.91046 -4.85049 -0.38594
C 2.20342 -3.63597 -5.03413
C 2.70065 -0.40710 -1.72259
C -2.82991 0.76736 -1.44534
C 1.74012 6.04220 -0.11158
C -2.34218 -1.95312 1.70319
C -0.71976 -4.13220 -0.36976
C -4.50525 -2.69120 -4.20796
C 1.48933 -2.94126 -4.06712
C 2.22851 -5.01369 -4.96202
C -1.00287 3.47285 -1.55126
C 3.51253 -2.45065 3.08753
C -3.61235 -1.99539 2.28620
C 0.89723 0.63276 4.95059
C 0.63785 -1.03246 6.35261
C -4.56487 -2.43533 -2.85226
C 0.06566 -5.52781 1.44906
C 0.26473 -4.49365 0.54724
C -0.15787 4.91305 3.79766
C 2.22800 -2.49672 3.59199
C 0.79893 -3.60356 -3.05310
B -1.25901 -2.30752 5.15036
B -0.31607 5.65186 1.34580
H -3.42152 -2.15854 -1.07719
H 1.31261 6.99420 -0.37541
H -4.01782 -2.17431 4.48102
H 1.20799 1.51485 4.40953
H 4.09627 -1.95029 0.98239
H -2.07556 -2.27450 6.04141
H 0.33369 5.82904 -3.56990
H -4.27710 2.10048 -0.89190
H -5.52386 -2.28803 -2.37240
H 1.61606 -6.79054 -3.94954
H -1.83863 3.29654 -0.88140
H -1.98139 1.10174 -3.36056
H -3.30130 -3.08716 -5.92601
H -3.50912 2.87951 4.98703
H -1.14221 5.61652 0.47645
H 3.72034 5.89082 -1.07473
H -0.59236 3.86508 5.69272
H -0.65227 -3.36057 5.12669
H 2.73481 -3.12918 -5.82932
H 4.74796 3.51140 0.97771
H -2.68798 -4.60507 -1.09674
H -1.73175 5.39232 -2.19437
H 1.47055 -1.85572 -4.10800
H 0.67271 -1.76010 7.14834
H 2.47483 -1.28960 -1.12993
H -4.57346 -1.96129 1.80086
H -0.11392 6.77711 1.74475
H 3.74492 2.33246 0.13977
H -3.50622 1.29352 0.38664
H 2.18547 0.48929 6.77461
H -2.08099 -1.88887 0.65974
H 0.33048 -5.53204 -2.23704
H -2.10742 1.77566 5.12335
H 5.08537 0.97629 -3.67779
H 0.81655 -5.79408 2.18137
H -3.04198 1.84451 3.62842
H 0.35909 -2.14380 2.63102
H 4.60929 -1.13944 -2.39740
H 1.85211 -2.71085 4.57845
H -3.05192 -6.45503 0.50481
H -3.44881 0.11666 -3.36923
H 0.67068 5.58082 3.95388
H 4.67446 3.53114 -0.80279
H 1.20025 -3.95020 0.56816
H -1.18958 -2.99217 -4.63579
H 4.43213 -2.64158 3.61362
```

## Properties
**Total charge**: -1
**Kohn-Sham gap**: 5.795 eV

***

Entry 2:
This record from OMol25 describes a molecular structure, C11H16BrClN3O5Pd. The level of theory is ωB97M-V/def2-TZVPD.

Structure (XYZ):
```
38
C11H16BrClN3O5Pd ωB97M-V/def2-TZVPD
Pd 0.22070 1.99735 -0.26783
Br -4.58815 2.28630 1.65881
Cl 1.43695 4.10743 1.15215
O 1.73881 4.01313 -0.27410
O 2.15768 -0.08516 -0.22298
O 2.33107 5.01884 1.79596
O 0.07373 4.51058 1.32485
O 1.61083 2.75489 1.68894
N 0.92166 -1.70109 -1.23243
N 1.22336 -1.67805 1.09618
N -1.30664 1.51508 -1.62738
C -3.03645 2.92124 -0.66049
C 1.50035 -1.10779 -0.12937
C 1.81229 -1.07407 2.27288
C 0.67110 -3.00597 1.23969
C -0.31775 -3.28505 0.12544
C -2.05884 2.65288 -1.58358
C -2.41773 0.88891 0.46495
C -3.21481 1.98440 0.37318
C -1.41313 0.68878 -0.53592
C 1.17310 -1.10866 -2.52905
C 0.36741 -3.03600 -1.20342
H 2.12748 -0.06255 2.03431
H -1.17313 -2.61274 0.22257
H -1.00856 -0.31119 -0.66303
H 1.14783 -3.79458 -1.37187
H 0.26258 -1.16029 -3.12917
H -0.34302 -3.12372 -2.02857
H 2.67828 -1.64509 2.62998
H 1.46603 -3.76852 1.23479
H 1.06864 -1.03615 3.07180
H 1.44160 -0.06533 -2.39412
H -2.53510 0.16417 1.25911
H -3.61923 3.82779 -0.71450
H -1.88502 3.33199 -2.41091
H 1.98032 -1.62278 -3.06547
H -0.67768 -4.31368 0.18311
H 0.18344 -3.06532 2.21550
```

## Properties
**Total charge**: -1
**Kohn-Sham gap**: 6.705 eV

***

Entry 3:
This record from OMol25 describes 2 unconnected molecules or ions with the total composition C6H14N2O2. The level of theory is ωB97M-V/def2-TZVPD.

Structure (XYZ):
```
24
C6H14N2O2 ωB97M-V/def2-TZVPD
O 1.01210 1.86436 -1.34040
O -1.27942 -0.74093 3.43471
N -1.22280 -0.55815 1.20259
N 0.57150 -0.32714 -1.76848
C 1.43514 0.73600 -1.43596
C -0.86253 -0.15392 2.46433
C -0.44100 -0.06317 -2.82395
C 2.80279 0.41137 -0.88130
C -0.00270 1.09184 2.48201
C -2.41193 -1.43043 1.09840
H 0.41436 1.31188 1.49920
H -2.23292 -1.93533 0.12996
H -0.97575 -0.13643 0.33180
H 0.04638 0.12829 -3.77733
H -0.51345 1.99787 2.80841
H 1.17003 -1.12283 -1.94256
H -2.47265 -2.16972 1.87694
H -0.80575 0.93047 -2.55544
H 0.80409 0.99571 3.21036
H 3.21149 -0.53034 -1.25342
H 2.72300 0.16110 0.18132
H -1.07931 -0.93418 -2.85476
H -3.28686 -0.84348 0.82160
H 3.39621 1.31715 -0.90804
```

## Properties
**Structure (SMILES)**: CNC(C)=O.CNC(C)=O
**Total charge**: 0
**Kohn-Sham gap**: 9.882 eV